Entry 1:
{"formula": "C40H61ClO16P2S4", "method": "ωB97M-V/def2-TZVPD", "elements": ["C", "H", "O", "H", "H", "H", "H", "C", "H", "C", "H", "C", "S", "S", "H", "O", "H", "H", "C", "S", "C", "C", "O", "H", "H", "H", "H", "H", "H", "H", "H", "H", "H", "H", "C", "H", "O", "C", "C", "O", "C", "O", "C", "O", "H", "H", "H", "C", "H", "C", "O", "H", "H", "H", "O", "C", "O", "C", "H", "C", "P", "C", "C", "C", "H", "C", "O", "H", "H", "O", "H", "H", "C", "H", "C", "H", "C", "O", "O", "C", "C", "C", "S", "H", "H", "H", "H", "H", "H", "C", "H", "H", "C", "H", "H", "C", "H", "C", "H", "C", "C", "Cl", "H", "C", "C", "P", "H", "H", "C", "H", "H", "O", "C", "H", "H", "C", "C", "H", "C", "H", "H", "H", "O", "H"], "coordinates": [[-3.15, -2.64, 2.67], [2.70, 9.57, -2.45], [-3.18, -3.19, -1.01], [4.18, 8.87, -3.09], [2.11, 2.28, 0.01], [6.40, -2.09, 3.03], [-2.22, -1.70, -2.22], [1.35, 0.58, 1.20], [5.05, 1.94, -1.60], [4.43, 2.48, -2.31], [-4.83, -0.54, -1.93], [-0.76, -3.16, 1.97], [-5.16, 3.44, -1.33], [5.05, 1.23, 3.44], [-0.31, -7.90, 4.00], [1.61, -3.78, 2.02], [3.59, 3.77, -4.65], [-6.16, -1.43, 3.02], [3.03, 6.45, -3.78], [3.28, 6.05, -2.06], [1.49, 1.36, -0.17], [-1.96, -4.74, 3.67], [-2.71, -4.94, 4.60], [0.51, 1.64, -0.63], [5.60, 4.04, -3.27], [-3.97, -0.83, 1.74], [3.88, 3.27, -1.80], [4.92, 3.17, -5.64], [-3.81, 1.18, -0.28], [3.82, 0.37, 5.30], [4.42, 0.84, -5.00], [2.44, 8.32, -4.73], [-5.09, -4.14, -0.46], [4.00, 6.47, -4.27], [-1.89, 0.10, 0.02], [0.29, 0.66, 1.54], [0.23, -9.76, 2.21], [-2.35, -7.99, 3.07], [3.71, 1.62, -4.73], [3.75, 1.62, 2.95], [-5.31, 5.19, -1.66], [2.09, 5.41, -1.55], [5.25, 3.03, -3.48], [4.59, 5.46, -1.91], [-6.06, 6.24, -3.41], [0.75, -9.62, 3.03], [-7.67, 4.46, -2.91], [-4.47, -2.92, 3.48], [2.63, -1.08, 0.42], [5.23, -1.15, 4.62], [-5.81, 3.15, -0.07], [1.81, -1.39, 2.03], [2.03, 0.70, -0.90], [-4.37, 5.69, -1.43], [-2.71, -9.10, 3.27], [-3.22, 0.39, -0.80], [3.59, -0.01, -2.65], [4.85, 0.29, 4.96], [5.65, -1.66, 5.49], [-3.23, -2.03, -1.90], [0.72, -8.51, 1.17], [-3.07, -1.49, 1.78], [6.24, -1.11, 3.46], [3.32, 7.74, -1.46], [-1.73, 1.00, 0.69], [-6.72, 4.16, -3.36], [1.92, 1.88, -2.83], [4.34, -1.70, 4.31], [-4.80, 5.06, -3.76], [-3.80, 3.04, -1.60], [-7.02, 2.29, -2.28], [-1.04, 0.11, -0.70], [1.67, -0.95, 1.01], [-6.91, 3.98, -4.42], [-4.06, -0.89, -1.18], [2.03, 1.03, 1.98], [5.66, -0.13, 2.45], [6.12, 2.18, 3.62], [-0.40, -8.02, 0.33], [2.40, 7.84, -3.75], [-0.93, -5.89, 3.37], [-1.26, -7.31, 3.94], [3.24, 1.34, -3.02], [0.37, -1.27, -0.78], [1.35, 7.77, -3.45], [-3.85, -2.37, -2.78], [5.52, 0.72, 5.70], [-2.90, 0.85, -1.77], [2.49, 7.87, -0.78], [-6.36, -3.15, 1.73], [6.13, 2.40, -3.64], [7.20, -0.74, 3.83], [-1.98, -3.50, 2.77], [-1.57, -7.16, 5.01], [4.80, -0.57, 1.93], [0.19, -5.56, 2.66], [-5.59, 2.29, -3.35], [4.35, 2.99, -4.72], [-6.36, -4.26, 1.68], [-5.68, 5.26, -3.14], [-4.25, -4.03, -1.21], [-3.18, -7.11, 1.71], [6.39, 0.23, 1.73], [-0.74, -2.00, 1.05], [0.56, -1.75, 0.21], [1.56, -6.80, 2.23], [4.26, 7.91, -0.94], [-6.96, -2.62, 0.94], [0.45, -4.09, 2.17], [1.97, -7.33, 3.51], [-4.67, -1.28, -0.31], [1.94, -9.18, 0.26], [-5.75, -2.42, 2.70], [2.64, -9.55, 0.82], [2.39, 5.70, -4.24], [-1.94, -1.13, 0.95], [3.19, 8.63, -2.70], [-4.57, -4.04, 3.53], [-6.20, 2.89, -2.67], [-6.11, 5.58, -1.04], [2.83, 1.55, -5.37], [0.98, -2.77, -0.01], [-4.34, -4.74, -2.18], [-4.42, -2.44, 4.49]], "smiles": "C=CCc1cc(CCCCOC=O)c(CCCC)c2c1C(=O)C(CC(=O)Cl)=C(PP(=O)(O)O)C2=O.O=S1(=O)CCCC1.O=S1(=O)CCCC1.O=S1(=O)CCCC1.O=S1(=O)CCCC1", "e_homo_ha": -0.31443, "total_charge": 0, "gap_ha": 0.28477, "e_tot_ha": -5500.14034}

Entry 2:
{"formula": "C40H61N5OSiTi", "method": "ωB97M-V/def2-TZVPD", "elements": ["H", "C", "H", "H", "H", "C", "C", "H", "H", "C", "C", "C", "H", "C", "Ti", "C", "H", "H", "H", "C", "C", "H", "H", "C", "H", "H", "C", "H", "H", "H", "C", "H", "H", "C", "H", "H", "C", "H", "H", "C", "H", "N", "H", "H", "C", "H", "H", "C", "C", "C", "H", "C", "C", "H", "H", "N", "C", "C", "H", "C", "C", "Si", "H", "N", "C", "H", "H", "H", "H", "H", "C", "H", "H", "H", "H", "C", "C", "H", "C", "H", "H", "C", "H", "C", "H", "H", "H", "N", "H", "C", "C", "C", "H", "H", "H", "H", "C", "H", "H", "C", "N", "H", "H", "H", "H", "C", "C", "H", "O"], "coordinates": [[1.91, 4.90, -0.09], [1.77, -1.58, 3.98], [5.29, 0.56, -0.16], [2.13, 2.46, 2.75], [5.05, -0.18, 2.28], [-2.59, 3.94, 3.23], [-3.24, -2.23, 1.39], [-0.21, -2.37, -6.00], [-1.14, 0.55, -2.98], [-0.53, 3.02, 4.05], [-3.60, 0.29, -1.26], [0.87, -2.63, -4.14], [1.48, -1.22, 4.96], [-0.67, 1.95, 3.17], [1.04, -0.83, 0.61], [-3.26, -0.87, 2.09], [5.48, -1.14, 0.14], [0.91, -1.06, -5.64], [-3.57, 2.84, 1.69], [-2.85, -1.06, 3.55], [2.44, -3.42, 1.54], [3.94, -1.27, -1.47], [4.13, -2.74, 2.68], [-0.15, -3.60, -3.54], [-3.60, -2.19, 0.35], [-2.81, -1.38, -3.51], [-0.36, -0.08, -3.42], [0.12, 4.77, -2.87], [-4.73, 0.67, 2.59], [-3.86, 2.50, -3.81], [-2.71, 2.87, 2.36], [3.77, -0.79, 3.97], [-5.37, -0.97, 2.57], [1.31, 3.51, -1.61], [0.38, 0.56, -3.90], [1.83, -3.62, 2.41], [3.56, -2.42, 1.80], [0.72, 1.97, -2.93], [2.54, 0.35, 3.44], [1.69, 3.86, -0.32], [-2.79, -0.11, 4.10], [0.88, -0.21, -1.16], [4.24, -2.47, 0.96], [-4.01, -0.66, -0.95], [-1.50, 4.01, 4.09], [-0.53, -4.27, -4.32], [-1.57, -1.32, -1.37], [-2.20, 2.20, -0.87], [1.83, 2.89, 0.66], [-1.98, -1.94, -3.97], [-1.90, -1.58, 3.66], [1.14, 1.17, -0.98], [-4.01, 0.83, -2.46], [-5.06, -0.12, 1.05], [2.14, -2.60, 4.12], [3.63, -0.67, -0.72], [0.19, -1.75, -5.19], [1.43, -1.74, -3.02], [-2.04, -3.50, -2.48], [1.57, 1.58, 0.30], [2.85, -0.70, 3.39], [-2.12, 0.36, 1.24], [2.89, -4.36, 1.23], [1.53, -2.92, 0.47], [0.31, -0.94, -2.34], [-1.42, -0.31, -5.27], [1.99, -3.00, -0.44], [0.73, -3.53, 0.41], [0.33, 3.07, 4.71], [1.69, -3.18, -4.60], [-2.62, 2.75, -2.08], [0.13, 1.21, 3.15], [1.65, 5.50, -2.38], [2.18, -1.04, -3.42], [-0.36, -2.53, -1.01], [-1.31, -2.81, -2.91], [-1.76, 1.85, 2.31], [-2.40, -2.55, -4.77], [4.75, -0.33, 0.16], [-2.24, -2.66, 1.37], [0.02, -0.82, 3.24], [-0.95, -0.97, -4.53], [-3.34, 4.71, 3.25], [1.04, 2.19, -1.93], [-4.73, 0.30, -3.07], [1.81, 4.15, 2.39], [-3.60, -1.68, 4.06], [3.12, -1.01, 1.96], [3.39, 3.48, 2.01], [-0.77, -1.90, -1.81], [1.17, 4.56, -2.68], [-3.53, 2.07, -2.88], [-1.51, 2.76, -0.26], [1.62, 4.23, -3.62], [-2.25, 3.72, -2.39], [0.33, -4.24, -2.79], [-2.68, 0.96, -0.44], [-3.89, -2.94, 1.92], [3.27, 0.16, -1.17], [-4.69, -0.28, 2.06], [0.66, -1.58, 3.02], [-1.41, 4.84, 4.78], [1.79, 0.89, 1.14], [3.85, 0.92, 1.66], [0.07, -2.40, 3.12], [4.23, -0.09, 1.57], [2.32, 3.26, 2.03], [1.95, -2.37, -2.29], [-0.63, -0.48, 1.04]], "e_homo_ha": -0.48775, "total_charge": 2, "gap_ha": 0.23904, "e_tot_ha": -3048.47725}

Entry 3:
{"formula": "C40H62As2Br2HfINO8SeSi", "method": "ωB97M-V/def2-TZVPD", "elements": ["C", "H", "H", "H", "H", "H", "H", "C", "C", "O", "O", "C", "C", "H", "I", "H", "H", "H", "C", "C", "H", "H", "C", "C", "H", "C", "H", "C", "H", "H", "H", "H", "Hf", "O", "C", "Se", "H", "H", "C", "C", "O", "O", "H", "H", "C", "H", "C", "H", "H", "H", "H", "H", "H", "C", "H", "H", "C", "H", "C", "C", "H", "C", "H", "N", "H", "C", "O", "H", "H", "H", "H", "C", "C", "C", "As", "H", "C", "C", "H", "H", "Si", "C", "H", "O", "C", "H", "H", "H", "H", "Br", "H", "O", "H", "C", "H", "C", "C", "C", "H", "H", "As", "H", "C", "H", "H", "H", "C", "H", "Br", "C", "C", "C", "C", "H", "H", "H", "H", "H", "C"], "coordinates": [[1.49, 2.74, -1.37], [1.05, 1.68, 1.79], [3.42, 1.78, 2.67], [-4.04, -3.48, 6.45], [-2.44, -2.80, 6.81], [-4.36, 1.09, -4.37], [1.55, 4.27, 1.83], [-1.61, -3.16, -0.22], [-5.90, 0.00, -1.75], [-2.12, -4.46, 4.86], [-3.97, 1.48, 5.36], [-1.66, -5.83, 4.97], [-1.03, 0.15, 4.85], [-1.52, -0.20, 7.65], [-1.36, 0.24, -4.66], [0.86, -3.31, 4.53], [-2.15, -6.43, 4.20], [0.60, 0.25, 6.63], [0.96, -1.50, -4.45], [-1.80, 0.78, 8.04], [-0.33, 3.24, -4.19], [-6.97, 0.23, -1.86], [2.54, -1.76, -2.69], [-1.67, -3.79, 3.81], [-3.93, -1.92, 7.27], [-1.62, 3.52, 0.71], [-0.58, -5.88, 4.84], [1.96, 4.78, -2.80], [-2.45, -2.65, 0.22], [-0.61, 5.15, -1.21], [1.73, 1.48, -3.77], [3.45, -2.16, -2.27], [-0.51, 0.76, -0.55], [-1.12, 2.38, 4.09], [1.29, 1.75, 0.74], [-2.81, 0.48, -1.34], [1.70, 1.57, 7.05], [-1.74, 2.67, 1.39], [2.12, -2.08, -3.98], [2.01, 2.54, -3.81], [-3.32, -0.05, 2.62], [-1.45, 0.40, 1.52], [-0.92, 1.40, 8.17], [1.76, 2.92, -4.79], [0.23, -0.63, -3.64], [-1.42, -4.13, 0.22], [1.76, -0.91, -1.96], [-0.33, -2.61, 5.67], [0.95, 5.49, -0.44], [-2.10, 3.30, -0.25], [5.52, -0.34, 0.37], [-5.98, 2.76, -0.22], [4.54, 2.48, 1.49], [-0.15, 3.88, 0.52], [2.34, -0.47, 2.23], [0.07, 5.10, 2.29], [-3.46, -2.56, 6.52], [2.06, -0.66, -0.95], [-3.04, 1.00, 5.96], [1.29, 0.99, 6.23], [1.30, 5.58, -2.49], [-0.08, 5.19, -0.26], [-2.17, 4.35, 1.17], [0.60, -0.34, -2.38], [1.36, -2.04, 5.66], [-1.53, -1.53, 2.95], [-0.95, -4.24, 2.96], [2.78, -1.42, 0.80], [-4.81, 1.29, 2.91], [2.10, 0.50, 5.69], [-4.24, 3.02, -0.18], [-5.10, 2.90, -0.83], [4.19, 1.54, 1.93], [-0.54, 1.58, 4.78], [0.21, -1.02, 3.72], [0.23, 3.40, 2.64], [4.76, 0.26, -0.13], [0.63, 2.70, -0.17], [-5.75, -0.39, -0.75], [0.62, -1.69, -5.45], [-4.84, 1.48, -2.00], [-4.41, 1.97, -3.73], [3.39, 1.74, -1.81], [0.62, 1.91, 5.36], [-2.26, -2.41, 3.68], [-0.55, 5.97, 0.34], [-5.23, 3.84, -1.38], [2.69, -2.76, -4.60], [-3.18, 2.01, 2.84], [-1.88, -3.36, -2.10], [3.96, -1.15, 2.07], [-2.71, 1.46, 7.17], [3.09, 2.60, -3.71], [-2.09, -0.31, 2.30], [5.03, 1.07, 2.43], [2.50, 1.35, 0.17], [-2.26, -0.12, 5.31], [0.47, 4.17, 1.90], [-0.86, 2.81, -2.58], [-0.60, 4.49, -3.01], [-3.62, -1.56, 4.84], [-3.45, 2.47, -3.72], [2.59, 1.93, -1.11], [2.86, 4.81, -2.18], [2.27, 4.98, -3.83], [-5.65, -0.77, -2.48], [-0.20, 3.49, -3.14], [-1.96, -6.16, 5.96], [-0.02, -2.13, 0.26], [3.63, 0.60, 0.85], [3.14, -0.68, 1.52], [-3.86, 1.29, 2.39], [1.29, 3.39, -2.74], [-3.97, 1.44, 1.32], [5.25, 1.15, -0.52], [-2.31, 0.66, 9.00], [4.40, -0.32, -0.99], [-5.15, 2.66, -4.16], [0.54, -2.41, 5.04]], "e_homo_ha": -0.47805, "total_charge": 2, "gap_ha": 0.25172, "e_tot_ha": -14873.74828}

Entry 4:
{"formula": "C40H62As2Br2HfINO8SeSi", "method": "ωB97M-V/def2-TZVPD", "elements": ["C", "C", "H", "H", "H", "C", "H", "C", "H", "C", "C", "H", "C", "Br", "C", "H", "H", "H", "C", "H", "As", "N", "O", "H", "O", "H", "H", "H", "H", "H", "H", "H", "H", "H", "H", "C", "H", "C", "H", "C", "H", "H", "C", "Se", "H", "C", "C", "H", "H", "Br", "H", "H", "As", "H", "C", "C", "H", "O", "H", "H", "H", "H", "H", "C", "C", "H", "H", "H", "C", "H", "O", "C", "C", "C", "H", "C", "H", "O", "C", "O", "C", "Hf", "H", "C", "H", "C", "H", "C", "H", "H", "H", "H", "H", "H", "C", "C", "H", "H", "C", "H", "I", "O", "H", "H", "C", "C", "H", "C", "C", "H", "Si", "O", "H", "C", "H", "C", "C", "C", "H"], "coordinates": [[2.68, 0.12, 1.47], [-2.28, -3.30, 1.26], [3.06, -2.87, 3.12], [-3.23, 5.03, 2.97], [3.09, -5.90, -0.93], [-1.74, 3.00, 1.73], [-1.83, -3.87, 3.31], [1.44, -3.43, 0.81], [6.00, 1.94, -0.38], [-1.49, -4.25, -2.98], [1.31, -2.01, 1.16], [4.18, -4.03, -1.09], [-3.24, -2.34, 0.55], [-0.04, -0.36, -5.14], [3.22, -5.03, 1.68], [1.60, -6.14, -0.04], [3.87, -1.34, 3.46], [5.50, -0.72, -2.39], [-2.34, 3.61, -1.18], [-2.30, -2.17, 3.14], [-2.62, 1.45, 0.67], [0.42, -2.89, -2.40], [0.32, 2.31, 2.60], [4.12, -2.11, 1.91], [0.33, 5.51, 1.92], [1.85, 0.79, 1.22], [-5.34, 4.51, -3.77], [-1.31, -2.99, -1.28], [-4.96, 1.67, -0.24], [-2.09, 0.92, -4.50], [2.43, -5.25, 2.39], [5.54, -0.21, -4.07], [5.07, 3.38, -0.78], [-4.52, 3.21, 0.53], [-2.10, -5.46, 1.45], [-2.50, -3.19, 2.78], [4.02, 2.31, -4.80], [-0.82, -2.99, 1.01], [-3.53, -3.45, 3.03], [-0.30, 2.30, -0.53], [0.98, -4.60, -5.24], [-6.14, 3.60, -2.48], [3.38, -1.93, 2.68], [2.44, 0.37, -2.18], [2.37, 2.77, -1.08], [2.21, -5.39, -0.54], [-1.76, 2.47, -0.73], [4.25, 1.94, -0.18], [0.81, -1.66, 3.76], [-1.63, -0.36, -2.42], [-3.28, 0.71, 3.56], [3.39, -2.51, -0.66], [-1.54, 5.23, -0.42], [-2.72, 4.82, 4.67], [-2.65, 5.46, 3.79], [2.66, -4.28, 0.45], [1.65, -4.98, -1.38], [0.22, 1.20, -0.24], [1.94, 3.03, 0.64], [-3.18, -2.42, -0.54], [-2.82, 7.12, 0.64], [-3.70, -4.90, 0.96], [-1.36, -5.35, -4.82], [-2.63, -4.73, 0.83], [-0.88, 2.33, 2.76], [-3.04, 6.44, 4.03], [3.33, 3.34, -3.53], [-3.99, 5.83, 0.27], [-3.64, 3.47, -1.88], [-0.07, -4.99, 0.51], [0.41, 3.36, -0.73], [-5.58, 4.51, -2.71], [4.25, 2.85, -3.87], [-0.77, 5.19, 2.29], [2.11, 4.43, -0.46], [1.03, -3.39, -3.49], [4.98, 3.63, -4.10], [-1.28, 5.62, 3.44], [-3.12, 6.36, -0.09], [-1.42, 1.61, 3.74], [-0.17, -1.76, 1.18], [0.94, -1.01, -0.83], [-3.31, 2.50, 3.55], [0.16, -3.96, 0.74], [4.60, -3.25, 0.40], [1.33, -0.78, 3.38], [0.61, 0.00, 3.16], [-0.83, -3.36, -2.16], [3.99, -4.46, 2.19], [-6.15, 5.39, -2.45], [3.28, -0.11, 0.59], [-0.61, -0.91, 1.68], [-0.62, 1.56, -3.67], [3.31, 0.67, 2.17], [-2.83, 1.62, 3.98], [1.82, 3.39, -0.38], [3.67, -5.97, 1.37], [6.87, 0.23, -2.99], [2.18, -1.16, 2.14], [-2.38, -4.91, -0.21], [3.02, -2.90, -3.87], [-4.37, 4.57, -1.93], [-4.99, 1.80, 1.52], [-3.38, 6.88, -1.01], [5.07, 2.29, -0.82], [0.43, -4.27, -4.37], [-2.96, 1.61, 5.06], [-4.46, 2.13, 0.62], [3.76, -3.46, -0.26], [-4.27, -2.58, 0.84], [4.88, 1.66, -2.58], [-3.93, 2.44, -2.46], [-3.04, -1.31, 0.84], [-1.57, 4.28, 1.38], [1.99, -0.40, 4.16], [5.79, 0.10, -3.05], [-1.16, 0.68, -4.00], [-0.86, -4.69, -4.13], [-2.48, -4.57, -2.71]], "e_homo_ha": -0.47132, "total_charge": 2, "gap_ha": 0.25437, "e_tot_ha": -14873.71261}